No. 1
Formula: C5H14N2O2SbSe6W
Source: the Open Molecules 2025 dataset
Level of theory: the ωB97M-V functional and the def2-TZVPD basis

```
31
Properties=species:S:1:pos:R:3:forces:R:3:nbo_charge:R:1
W 0.1060 -0.5488 -1.1462 0.175 -0.350 -0.772 0.6707
O -1.1122 2.1676 2.7302 -0.009 0.006 0.010 -0.7230
C 0.0096 1.3266 2.8883 0.038 -0.040 0.034 -0.0517
C 0.4947 0.9278 1.4885 0.002 -0.053 -0.057 -0.1258
C 1.6741 -0.0190 1.6419 -0.062 0.094 -0.061 -0.0625
O 1.8102 -0.7206 0.3703 0.225 -0.017 0.041 -0.7186
C -0.5908 0.1342 0.7510 -0.182 0.239 0.083 -0.7593
Se -0.1105 -2.8096 -1.1119 0.078 0.037 0.200 0.0414
C 0.8464 2.1960 0.7104 -0.018 -0.042 0.009 -0.5131
Se 1.0334 1.8497 -1.2176 -0.067 -0.051 0.093 -0.0714
H -1.4777 2.3848 3.5932 0.006 0.003 -0.012 0.4907
H -0.2502 0.4181 3.4439 -0.003 0.003 0.003 0.1760
H 0.8177 1.8397 3.4255 -0.006 -0.003 0.008 0.1749
H 1.4643 -0.7610 2.4133 0.019 0.013 0.030 0.2017
H 2.6153 0.4882 1.8520 0.002 0.006 -0.003 0.2089
H 2.2150 -1.5871 0.5071 -0.168 -0.015 -0.002 0.5185
H -1.4827 0.7486 0.6463 0.000 0.033 -0.026 0.2797
H -0.8870 -0.7460 1.3311 -0.019 -0.035 -0.006 0.2710
H 1.7666 2.6549 1.0685 0.018 -0.010 -0.009 0.2334
H 0.0366 2.9148 0.8021 0.008 0.011 0.003 0.2620
N 1.9139 -0.7568 -2.4300 -0.022 0.118 0.290 -0.5959
N 0.8402 -0.3920 -3.2850 -0.063 0.070 0.072 -0.5886
H 2.5410 0.0336 -2.2775 0.070 -0.041 -0.042 0.4351
H 2.3908 -1.6180 -2.6787 -0.084 -0.034 -0.085 0.4176
H 0.5363 -1.1628 -3.8706 -0.006 0.048 -0.056 0.4287
H 1.0082 0.4561 -3.8190 -0.004 0.014 0.006 0.4297
Se -5.4688 -1.8596 -2.6685 0.052 -0.029 0.028 -0.1357
Sb -3.5044 -1.7867 -1.1425 -0.188 -0.113 -0.096 0.9796
Se -2.1064 0.0176 -2.2106 0.185 0.075 0.339 -0.2189
Se -3.4621 -2.3067 1.1513 0.034 0.077 0.024 -0.4678
Se -3.6674 -3.4838 -2.9568 -0.013 -0.014 -0.043 -0.1874
```
Forces are in eV/Å.

Output
DFT total energy   -412922.070 eV
Molar mass   913.539 g/mol
Charge   +1
Gap between HOMO and LUMO   5.783 eV
Multiplicity   1
ΔE to the lowest compared entry with this formula, charge and spin   0.000 eV



No. 2
Formula: C5H14N2OS
Source: the Open Molecules 2025 dataset
Level of theory: the ωB97M-V functional and the def2-TZVPD basis

```
23
Properties=species:S:1:pos:R:3:forces:R:3:nbo_charge:R:1
C -1.2663 -0.7611 1.3674 -0.644 -2.405 0.173 -0.6560
C -0.2978 0.2259 0.8014 -0.082 -1.669 -1.208 -0.1318
C 0.5535 0.8194 1.8307 1.145 1.443 2.978 -0.6749
C -0.9619 1.1334 -0.2479 0.789 0.476 1.236 -0.6485
S 1.0429 -0.8640 -0.1395 1.500 -3.395 1.614 1.7778
C 0.4147 -2.0870 -1.6190 -0.967 0.018 4.391 -0.7509
O 1.5851 -1.9055 0.8835 -1.779 3.117 -2.635 -0.9324
N 2.1992 0.0363 -0.6237 0.644 -0.671 -0.354 -0.8076
N 2.0032 0.8375 -1.8210 -0.146 0.979 0.538 -0.6881
H -1.7176 -1.3232 0.5017 -0.487 0.974 0.737 0.2096
H -0.8181 -1.6853 1.8862 -0.181 1.919 -0.095 0.2550
H -1.9910 -0.2048 2.0300 0.435 -0.921 -0.806 0.2265
H 1.1616 1.6783 1.5145 0.025 -0.479 -0.324 0.2268
H 1.2182 0.0317 2.2645 -0.364 0.679 -0.338 0.2650
H 0.0128 1.2606 2.7453 0.098 -0.841 -1.386 0.2266
H -2.0599 1.0681 -0.1686 0.536 -0.166 -0.513 0.2284
H -0.6751 2.1721 0.0142 -0.166 -0.417 -0.531 0.2189
H -0.4977 0.8369 -1.1899 -0.786 0.487 -0.457 0.2382
H 1.3310 -2.0835 -2.1082 0.993 0.057 -1.744 0.2440
H 0.2816 -3.0019 -1.0218 0.823 0.197 0.106 0.2388
H -0.5861 -2.0309 -1.9627 -0.483 1.230 -1.410 0.2329
H 1.7740 1.7139 -1.3441 -0.070 0.269 -1.008 0.3405
H 2.9124 1.0531 -2.2995 -0.833 -0.881 1.036 0.3610
```
Forces are in eV/Å.

Output
DFT total energy   -21270.155 eV
Molar mass   150.247 g/mol
Charge   0
Gap between HOMO and LUMO   9.102 eV
Multiplicity   1
ΔE to the lowest compared entry with this formula, charge and spin   2.039 eV
SMILES string   CC(C)(C)[S@](C)(=O)=NN



No. 3
Formula: C5H14N2Si
Source: the Open Molecules 2025 dataset
Level of theory: the ωB97M-V functional and the def2-TZVPD basis

```
22
Properties=species:S:1:pos:R:3:forces:R:3:nbo_charge:R:1
C 2.7198 -2.0015 0.2535 -1.143 -2.801 -0.400 -0.4683
N 2.3711 -0.6738 0.6201 -0.472 2.129 -0.215 -0.1812
N 1.2181 -0.6498 1.0144 -1.168 2.287 1.079 -0.1603
C 0.4859 0.9360 1.2838 1.987 -3.181 -0.566 -0.7180
Si -0.8112 0.6291 -0.0392 -1.292 0.063 -0.716 1.5815
C -0.2418 1.0748 -1.7910 0.049 2.661 0.061 -1.1177
C -1.1677 -1.2348 -0.3552 1.953 2.352 -1.832 -1.0664
C -2.3488 1.6196 0.6373 1.095 0.643 -1.049 -1.0905
H 3.4702 -2.1693 -0.5266 -0.098 0.796 0.171 0.2139
H 1.7596 -2.5445 -0.0397 1.277 0.460 0.231 0.2029
H 3.0629 -2.4933 1.1555 0.328 -0.230 0.198 0.2156
H -0.0071 0.9084 2.2853 0.902 0.111 -0.629 0.2317
H 1.3292 1.6299 1.0916 -0.815 -0.137 0.448 0.2407
H 0.7758 1.5277 -1.9128 -0.799 -0.154 0.413 0.2433
H -0.2535 0.2744 -2.4965 -0.292 -0.732 -0.262 0.2330
H -0.9796 1.8523 -2.1545 0.816 -0.650 0.087 0.2364
H -0.7492 -1.6566 0.4976 0.188 -1.676 1.234 0.2463
H -2.1778 -1.4025 -0.5834 -1.349 -0.531 -0.097 0.2303
H -0.5076 -1.4030 -1.2836 -1.044 -0.273 1.593 0.2248
H -2.0725 2.6558 0.8236 0.672 0.241 0.164 0.2315
H -3.1442 1.8148 -0.0684 -0.499 -0.705 -0.289 0.2351
H -2.7315 1.3064 1.5885 -0.297 -0.671 0.377 0.2355
```
Forces are in eV/Å.

Output
DFT total energy   -16267.407 eV
Molar mass   130.267 g/mol
Charge   0
Gap between HOMO and LUMO   9.561 eV
Multiplicity   1
ΔE to the lowest compared entry with this formula, charge and spin   2.753 eV
SMILES string   C/N=N/C[Si](C)(C)C



No. 4
Formula: C5H14N3
Source: the Open Molecules 2025 dataset
Level of theory: the ωB97M-V functional and the def2-TZVPD basis

```
22
Properties=species:S:1:pos:R:3:forces:R:3:nbo_charge:R:1
C -2.1844 1.0170 0.5341 0.609 3.092 -2.814 -0.6647
C -1.6955 0.3104 -0.7390 -0.114 -2.567 4.493 -0.1717
N -0.3668 -0.5894 -0.4288 -1.807 0.001 -4.268 -0.3749
C -0.6234 -1.9400 0.0435 1.901 -2.037 -0.092 -0.4278
C 0.7049 -0.0073 0.3040 0.797 0.818 1.280 0.0142
C 1.2625 1.1996 -0.2618 1.286 0.733 -1.158 -0.2811
N 2.0055 -0.0424 -0.4385 -1.001 -1.530 1.639 -0.2337
N 3.1317 -0.2974 0.4796 -2.258 0.609 -0.368 -0.6371
H -1.4224 1.6616 0.9529 0.518 1.052 -0.814 0.2217
H -3.0268 1.6766 0.1358 0.888 -0.865 1.131 0.2577
H -2.3435 0.5962 1.4573 -1.538 -2.522 1.450 0.2440
H -1.4736 0.9494 -1.5088 0.797 1.596 -1.669 0.2188
H -2.5221 -0.3441 -1.0052 0.567 -0.594 -0.472 0.2352
H 0.0099 -0.7342 -1.4273 -0.351 0.372 1.728 0.4556
H -0.7838 -1.9147 1.1243 -0.194 -0.297 -0.328 0.2340
H -1.3797 -2.4294 -0.5381 -0.835 0.095 0.072 0.2389
H 0.3162 -2.5641 -0.2326 -1.307 1.110 0.982 0.2504
H 0.5893 -0.1068 1.4197 0.519 -0.151 -1.356 0.2483
H 0.8779 1.6024 -1.2171 0.244 0.124 0.822 0.2262
H 1.8465 1.8058 0.3964 -0.493 1.139 0.303 0.2251
H 3.2006 0.5031 1.1211 0.527 -0.338 -0.404 0.3407
H 3.8768 -0.3521 -0.1715 1.245 0.157 -0.154 0.3803
```
Forces are in eV/Å.

Output
DFT total energy   -9872.391 eV
Molar mass   116.188 g/mol
Charge   +1
Gap between HOMO and LUMO   10.845 eV
Multiplicity   1
ΔE to the lowest compared entry with this formula, charge and spin   4.775 eV
SMILES string   CC[N@H+](C)[C@@H]1CN1N



No. 5
Formula: C5H14N3
Source: the Open Molecules 2025 dataset
Level of theory: the ωB97M-V functional and the def2-TZVPD basis

```
22
Properties=species:S:1:pos:R:3:forces:R:3:nbo_charge:R:1
C 0.5447 -2.6624 1.0437 -0.224 -0.261 0.063 0.0287
C 0.4087 -2.1725 -0.1839 0.127 0.097 -0.022 -0.1925
N 1.4299 -1.3271 -0.7933 -0.151 0.131 -0.020 -0.7471
N -0.3197 -3.5617 1.6324 -0.328 0.378 0.117 -0.7732
H 1.4163 -2.4234 1.6383 0.130 0.030 0.060 0.2005
H -0.4495 -2.3432 -0.8123 -0.080 -0.077 -0.057 0.2123
H 1.0965 -0.1519 -0.7876 0.317 -0.127 -0.061 0.4374
H 2.3097 -1.3913 -0.2883 0.053 -0.071 0.066 0.4126
H 1.6193 -1.6464 -1.7427 0.060 0.073 0.025 0.4148
H -1.1965 -3.6871 1.1440 0.076 -0.101 -0.042 0.3829
H -0.4974 -3.4089 2.6172 0.249 -0.145 -0.048 0.3945
N 0.7267 1.1900 -0.8068 -0.404 0.179 -0.030 -0.7880
C -0.2391 1.6018 0.2627 0.226 0.226 -0.004 -0.2590
C -1.9591 3.1548 -0.5975 -0.011 -0.169 0.124 -0.3364
C -0.8098 2.9743 0.0292 0.144 -0.287 -0.115 -0.2343
H 1.4932 1.8588 -0.8160 0.124 -0.121 -0.035 0.3984
H 0.2616 1.3071 -1.7056 -0.010 0.128 -0.017 0.3942
H 0.3078 1.5598 1.2006 -0.005 -0.037 0.133 0.2130
H -1.0291 0.8620 0.3029 -0.143 -0.163 -0.055 0.2097
H -2.3432 4.1449 -0.7735 -0.150 0.091 -0.124 0.2226
H -2.5456 2.2986 -0.9169 -0.106 0.141 -0.030 0.1937
H -0.2255 3.8239 0.3532 0.105 0.086 0.073 0.2154
```
Forces are in eV/Å.

Output
DFT total energy   -9875.181 eV
Molar mass   116.188 g/mol
Charge   +1
Gap between HOMO and LUMO   9.492 eV
Multiplicity   1
ΔE to the lowest compared entry with this formula, charge and spin   1.985 eV